No. 1
# C3H4OS

A single C3H4OS molecule (wB97M-V/def2-TZVPD, the Open Molecules 2025 dataset).

The calculation puts the gap between HOMO and LUMO at 8.98 eV. The HOMO energy comes out at -9.06 eV. The energy above the lowest of the compared OMol25 structures with the same formula, charge and spin comes out at 91.31 kcal/mol.

Geometry as XYZ:
```
9
Properties=species:S:1:pos:R:3:forces:R:3:lowdin_charge:R:1
C -0.589 0.483 0.213 -0.8887 -2.3555 -1.6498 -0.403
C 0.779 0.773 -0.057 1.5510 -0.5705 2.9772 -0.287
C 0.732 -0.778 -0.024 -3.0552 3.8160 0.1112 0.018
O -2.635 -0.957 -0.020 -1.5873 -2.3426 0.0087 -0.572
S -2.226 0.412 -0.033 3.8461 1.8657 0.5367 0.876
H 1.252 1.318 -0.823 -0.1638 0.5184 -1.4278 0.090
H 1.230 1.130 0.876 0.1605 0.1100 -0.0446 0.108
H 0.964 -1.315 0.916 -0.1816 0.1862 -1.2403 0.092
H 0.492 -1.067 -1.048 0.3190 -1.2276 0.7287 0.078
```
Positions in Å, forces in eV/Å.

---

No. 2
# C10H13N5O2

A single C10H13N5O2 molecule (wB97M-V/def2-TZVPD, the Open Molecules 2025 dataset).

The calculation puts the gap between HOMO and LUMO at 10.41 eV. The HOMO energy comes out at -9.71 eV. The energy above the lowest of the compared OMol25 structures with the same formula, charge and spin comes out at 11.21 kcal/mol. Its SMILES is COC(=O)[C@H](C)N(C#N)c1nc(C)nc(C)n1.

Geometry as XYZ:
```
30
Properties=species:S:1:pos:R:3:forces:R:3:lowdin_charge:R:1
C -4.726 -0.340 0.863 -0.2275 -0.0182 0.3955 -0.025
H -4.534 -1.309 1.326 -0.0015 0.0677 -0.0332 0.104
H -5.616 -0.386 0.242 0.0629 -0.0105 0.0196 0.096
H -4.833 0.416 1.644 -0.0316 -0.0853 -0.0908 0.096
O -3.649 -0.002 -0.005 -0.0056 0.0461 -0.4207 -0.037
C -2.536 0.435 0.567 0.2696 0.2495 0.1631 -0.478
O -2.393 0.609 1.748 0.0113 -0.0285 0.0152 0.134
C -1.410 0.658 -0.452 -0.4527 0.3259 -0.1754 -0.217
N -0.493 -0.469 -0.296 0.0204 0.5848 0.0346 0.029
C -0.999 -1.695 -0.316 0.1338 -0.3270 -0.0648 -0.272
N -1.491 -2.728 -0.348 -0.4113 -0.6516 -0.0120 0.202
C 0.846 -0.281 -0.080 1.1203 0.1693 0.1838 -0.312
N 1.591 -1.369 0.084 -0.4120 -0.1999 -0.0506 0.206
C 2.879 -1.142 0.291 -0.1763 0.1150 -0.0567 -0.371
N 3.422 0.069 0.334 0.5344 0.1059 0.1028 0.170
C 2.599 1.092 0.152 -0.0324 -0.1794 -0.0405 -0.373
N 1.296 0.969 -0.067 -0.4209 0.0387 -0.0869 0.195
C 3.166 2.466 0.206 0.0250 0.0392 -0.0533 -0.016
H 3.154 2.809 1.240 0.0128 0.0576 0.0693 0.088
H 2.561 3.143 -0.390 -0.0041 0.0611 -0.0018 0.078
H 4.195 2.453 -0.139 0.0450 0.0384 0.0061 0.079
C 3.766 -2.317 0.495 0.0019 -0.0770 -0.0472 -0.015
H 4.705 -2.167 -0.031 0.0608 -0.0147 0.0000 0.081
H 3.266 -3.218 0.155 0.0310 -0.0597 0.0129 0.080
H 3.988 -2.411 1.557 0.0424 -0.0265 0.0732 0.088
C -1.892 0.770 -1.892 0.1389 -0.0186 0.1619 -0.018
H -2.579 1.606 -1.989 -0.0800 0.0508 -0.0415 0.090
H -1.041 0.936 -2.550 0.0663 0.0335 -0.0248 0.087
H -2.403 -0.140 -2.195 -0.0402 -0.0167 -0.0447 0.086
H -0.840 1.544 -0.154 -0.2806 -0.2697 0.0067 0.145
```
Positions in Å, forces in eV/Å.

---

No. 3
# C4H12NS

2 unconnected molecules or ions with the total composition C4H12NS (wB97M-V/def2-TZVPD, the Open Molecules 2025 dataset).

The calculation puts the gap between HOMO and LUMO (spin up / spin down) at 2.23 / 6.17 eV. The HOMO energy (spin up / spin down) comes out at 4.33 / 0.25 eV. Its spin multiplicity is 2. The energy above the lowest of the compared OMol25 structures with the same formula, charge and spin comes out at 0.00 kcal/mol. The total charge is -2.

Geometry as XYZ:
```
18
Properties=species:S:1:pos:R:3:forces:R:3:mulliken_spin:R:1
C -0.283 3.327 -0.857 0.1349 -0.2285 -0.0371 0.143
S -0.315 1.667 -1.633 -0.1330 0.3407 -0.2453 -0.146
H 0.248 4.042 -1.494 -0.0251 0.0934 0.0631 -0.007
H -1.288 3.721 -0.669 0.0014 0.0123 -0.0235 -0.014
H 0.236 3.288 0.108 -0.0110 0.0975 -0.0017 -0.004
C -0.485 -2.043 -0.521 0.6768 -0.0202 -0.2922 2.738
C 0.019 -1.341 0.732 -0.2840 0.1180 0.4961 0.621
C 1.495 -0.987 0.670 -0.0903 -0.2524 -0.1708 0.790
N -0.781 -0.165 1.148 -0.2530 -0.1236 -0.2267 0.067
H 0.113 -2.945 -0.724 -0.2203 -0.1611 0.1150 -1.149
H -1.536 -2.329 -0.436 -0.1229 -0.0011 -0.0140 -0.437
H -0.342 -1.438 -1.423 -0.1479 0.1753 0.1109 -0.020
H -0.109 -2.056 1.559 0.0983 -0.0600 -0.0549 -0.774
H 1.839 -0.679 1.661 0.0609 0.1721 -0.0176 0.054
H 2.062 -1.874 0.369 0.0836 -0.0343 0.0310 -0.518
H 1.678 -0.205 -0.067 -0.0391 0.1215 0.0399 -0.183
H -1.737 -0.517 1.193 -0.0305 0.1597 0.1143 -0.115
H -0.814 0.533 0.383 0.3014 -0.4095 0.1133 -0.046
```
Positions in Å, forces in eV/Å.